Computed, not measured: C5H9NO in the gas phase, with wB97M-V/def2-TZVPD.

Results
Energy, Ha: -325.74515
Frontier orbital gap, eV: 9.6
SMILES: CC(=O)[C@@H]1CN1C
LUMO, eV: 0.922

Last column: natural (NBO) charge in e.
Geometry (Å):
C  2.0047  1.4306  -0.6838  -0.703
C  0.4918  1.2494  -0.7429  0.538
O  -0.2329  2.1275  -1.1747  -0.560
C  -0.3697  -0.0561  -0.6841  -0.183
C  -0.8438  0.1694  0.6664  -0.160
N  -0.2776  -1.1165  0.5020  -0.443
C  -1.1770  -2.2943  0.7823  -0.414
H  2.2120  2.4075  -1.1335  0.242
H  2.4993  1.3854  0.2919  0.242
H  2.4328  0.6549  -1.3263  0.237
H  -0.8578  -0.2687  -1.6329  0.230
H  -1.8184  0.3301  1.1239  0.217
H  0.0479  1.0999  0.8901  0.159
H  -0.7469  -2.9347  1.5790  0.211
H  -1.3044  -2.9336  -0.0943  0.204
H  -2.1859  -2.0126  1.1304  0.182